# C9H17BN2O4

The molecule C9H17BN2O4 in a non-equilibrium geometry (ωB97M-V/def2-TZVPD, the Open Molecules 2025 dataset).

Geometry as XYZ:
```
33
Properties=species:S:1:pos:R:3:forces:R:3:mulliken_charge:R:1
O -1.29170 -2.22825 -0.48184 -0.0412 -0.0828 -0.0635 -0.6444
O 1.74771 1.08364 -1.44859 0.9962 0.5971 0.0256 -0.6354
O 0.70848 1.85399 2.85705 0.1041 -1.3328 0.3570 -0.5413
O 0.80037 0.03071 1.38618 0.1856 0.2699 0.5491 -0.8001
B 0.57351 1.39832 1.57316 0.0919 -0.7676 -0.7625 0.7767
C -0.09500 -2.41330 -0.35098 -0.0542 0.2806 0.1180 1.0765
C 0.60029 0.68871 -1.40580 -0.4743 1.7039 1.6099 0.5204
N 0.82232 -1.74680 -1.14512 -0.3852 0.8239 0.8204 -0.0257
N -0.35958 1.42346 -0.70439 -0.1483 -0.8792 -1.1416 0.0955
C 0.43286 -3.36067 0.68916 -0.3947 -0.7950 0.0117 -1.3241
C 2.27455 -1.78720 -0.97219 -0.1442 -0.4745 0.3429 -1.0082
C 0.32405 -0.66615 -1.98478 -1.0853 -0.4008 -0.5984 -1.2229
C -1.76672 1.00858 -0.61481 0.1432 -0.3408 -0.0049 -0.1998
C -2.43541 1.91146 0.44458 0.6517 -0.7217 0.3167 -0.7125
C -1.34532 2.92035 0.88070 -1.0398 0.4936 -0.3643 -0.8714
C -0.03466 2.34341 0.40314 1.5887 -0.7478 -0.1109 -0.1428
H 0.88186 1.04932 3.41395 -0.0561 1.2039 -0.5111 0.3137
H 0.85764 -0.48336 0.55802 -0.2657 1.1087 0.4857 0.2408
H 0.75350 -4.26588 0.17306 0.3017 -0.0643 0.0121 0.3837
H 1.25262 -2.97206 1.26902 0.3584 0.1744 0.0933 0.3309
H -0.35834 -3.68436 1.38200 0.1128 0.4401 -0.4376 0.3355
H 2.74693 -0.91499 -1.42782 -0.2573 -0.2267 0.0102 0.3629
H 2.53400 -1.79657 0.08484 0.1419 0.1061 0.0430 0.3383
H 2.62883 -2.70898 -1.40232 0.4819 -0.2980 -0.2576 0.3587
H 0.84165 -0.76895 -2.92949 -0.0497 0.3502 -0.3337 0.3415
H -0.74309 -0.77589 -2.10869 -0.1559 -0.4671 -0.2715 0.6244
H -2.22152 1.13042 -1.60094 -0.1538 -0.1693 0.1215 0.4090
H -1.77575 -0.04066 -0.30937 -0.4920 0.1018 -0.1654 -0.0283
H -2.79196 1.29139 1.28592 0.2954 0.2766 -0.2608 0.3246
H -3.30579 2.38614 0.04116 -0.4365 0.4111 -0.2333 0.3259
H -1.55409 3.92184 0.48417 0.1399 -0.2768 -0.2958 0.3249
H -1.35444 3.06274 1.94757 0.1134 -0.0835 0.4660 0.3324
H 0.65215 3.10958 0.01344 -0.0728 -0.2133 0.4298 0.3407
```
Forces are in eV/Å.

Computed properties:
SMILES string: CC(=O)N(C)CC(=O)N1CCC[C@H]1B(O)O
E_HOMO in Eh: -0.3247